The following is a quantum chemistry calculation of C11H22F6NO13RbS4 as an isolated structure, from the Open Molecules 2025 dataset.

**Strongest force on any atom**: 3.1 eV/Å
**2S+1**: 1
**E_tot**: -3681.25937 hartree
**Kohn-Sham gap**: 0.347 hartree
**Relative energy (zero: lowest compared OMol25 entry of this formula, charge and spin)**: 6.0 kcal per mole
**Total charge**: 0

```
58
Properties=species:S:1:pos:R:3:forces:R:3:lowdin_charge:R:1
Rb 0.7270 -0.6587 -0.7012 -0.02 0.09 0.01 0.98
C 3.3803 1.3569 -4.5626 -0.22 -0.21 0.30 -0.68
F 4.6394 1.3654 -4.1615 0.13 0.05 -0.06 0.15
F 2.7275 2.3386 -3.9204 0.13 -0.04 -0.10 0.12
F 3.3243 1.5810 -5.8697 0.05 0.19 -0.09 0.15
S 2.5126 -0.2535 -4.2426 -2.51 1.39 1.19 0.56
O 1.1224 0.1190 -4.3171 0.05 0.28 0.33 -0.31
O 2.9551 -1.1691 -5.2139 1.20 -1.00 -0.73 -0.24
N 2.7941 -0.5969 -2.6735 1.11 -0.15 -1.22 -0.40
S 4.0311 -1.6275 -2.6312 0.04 -1.56 -0.17 0.57
O 3.6037 -2.9638 -2.9671 0.09 0.17 0.47 -0.29
O 5.2546 -1.1795 -3.2132 0.18 0.46 0.15 -0.26
C 4.3920 -1.7123 -0.8240 -0.09 0.17 0.19 -0.68
F 4.5253 -0.4867 -0.3100 0.17 0.06 0.07 0.13
F 3.4395 -2.3345 -0.1045 -0.23 0.05 -0.27 0.10
F 5.5174 -2.3948 -0.6694 0.03 0.12 0.04 0.16
C -3.4238 -2.4103 -1.0581 -0.16 -0.20 0.71 -0.03
O -2.5042 -2.6449 -2.1116 -0.15 -0.09 -0.10 0.02
C -1.2980 -3.0975 -1.7843 0.06 -0.16 -0.65 -0.66
O -0.8076 -3.1276 -0.6778 -0.19 0.22 0.30 0.03
O -0.7161 -3.4952 -2.8983 0.12 -0.13 0.10 0.02
C 0.6244 -4.0258 -2.7630 -0.15 0.20 -0.45 0.01
H -3.3728 -3.2047 -0.3085 0.14 0.06 -0.08 0.10
H -4.4203 -2.4313 -1.4864 0.05 0.17 -0.20 0.10
H -3.2375 -1.4596 -0.5599 0.01 0.06 -0.16 0.08
H 0.7994 -4.5783 -3.6803 -0.05 -0.12 0.05 0.11
H 0.6874 -4.6638 -1.8892 0.11 0.01 0.06 0.10
H 1.3429 -3.2118 -2.7522 0.05 -0.01 0.26 0.06
O -1.4263 1.2044 -0.2425 0.19 -0.53 -0.23 -0.36
S -1.9958 2.3825 0.3233 -0.69 -0.23 -0.48 0.53
O -3.2946 2.3116 0.9085 -0.25 0.10 0.22 -0.25
O -0.9507 2.8612 1.3575 0.41 0.73 0.35 -0.25
C -1.2094 4.1117 2.0834 0.49 -0.54 0.32 -0.21
C -1.9197 3.8311 3.3844 -0.26 0.37 0.09 -0.05
C -2.0021 3.6228 -0.9151 0.85 0.50 -0.47 -0.11
H -1.7146 4.8283 1.4442 -0.13 -0.05 -0.04 0.11
H -0.1977 4.4560 2.2849 -0.06 0.28 -0.14 0.13
H -2.7262 3.1127 3.2631 0.10 -0.13 -0.06 0.08
H -2.3842 4.7501 3.7493 0.15 0.03 0.05 0.09
H -1.1980 3.4972 4.1263 -0.15 -0.20 0.09 0.07
H -2.2450 4.6120 -0.5397 -0.40 -0.13 0.14 0.07
H -2.6667 3.3265 -1.7204 -0.18 -0.09 0.14 0.09
H -0.9889 3.7003 -1.3174 -0.05 -0.23 0.01 0.09
O 0.8163 -1.6110 3.5336 -0.05 -0.04 -0.08 -0.25
S 0.5354 -0.2463 3.2205 -0.09 0.55 0.17 0.55
O 0.9689 0.3219 1.9768 0.21 -0.29 -0.19 -0.38
O -1.0082 0.0522 3.3242 -0.19 -0.34 0.08 -0.26
C -1.9714 -1.0446 3.4960 0.46 -0.10 -0.36 -0.20
C -2.8401 -1.1078 2.2611 -0.21 1.07 0.29 -0.05
C 1.1223 0.8363 4.4795 0.03 0.14 -0.63 -0.10
H -2.4760 -0.8021 4.4250 -0.27 -0.16 -0.02 0.12
H -1.4211 -1.9796 3.5840 0.08 0.10 0.28 0.11
H -3.4017 -2.0372 2.2444 0.03 -0.07 -0.20 0.09
H -2.2128 -0.9546 1.3842 0.06 -0.54 -0.06 0.06
H -3.5244 -0.2540 2.2329 -0.13 -0.19 0.09 0.08
H 0.6218 0.6280 5.4167 0.17 -0.06 0.14 0.08
H 0.8865 1.8267 4.0938 -0.08 0.08 0.25 0.06
H 2.2041 0.7312 4.4888 0.01 -0.12 0.30 0.08
```
Positions in Å, forces in eV/Å.

---

The following is a quantum chemistry calculation of C39H49F2HfN9O2S as an isolated structure, from the Open Molecules 2025 dataset.

**Strongest force on any atom**: 1.7 eV/Å
**2S+1**: 1
**E_tot**: -2804.47661 hartree
**Kohn-Sham gap**: 0.272 hartree
**Relative energy (zero: lowest compared OMol25 entry of this formula, charge and spin)**: 10.3 kcal per mole
**Total charge**: +2

```
103
Properties=species:S:1:pos:R:3:forces:R:3:lowdin_charge:R:1
Hf 1.1871 0.3797 0.3305 0.74 -1.56 0.23 1.79
C 3.7119 -2.3416 -1.1091 -0.25 -0.14 0.25 -0.15
C 2.2612 -2.6077 -1.4827 0.59 -0.01 0.12 -0.20
N 1.4106 -1.3963 -1.4858 -0.56 0.16 0.05 -0.15
C 1.3281 -0.7708 -2.8199 0.28 0.35 -0.25 -0.18
C 2.2210 0.4511 -2.9425 -0.13 -0.54 -0.20 -0.19
N 1.8093 1.4721 -1.9649 -0.75 -0.34 0.53 -0.11
C 2.5932 2.7102 -2.1719 0.45 0.28 0.20 -0.19
C 4.0031 2.6079 -1.5932 -0.23 0.24 0.22 -0.15
C 4.0730 3.0567 -0.1357 0.05 -0.08 -0.58 -0.18
N 3.4101 2.1416 0.8195 -0.31 -0.29 0.42 -0.07
C 4.3609 1.3332 1.5870 0.35 -0.36 -0.13 -0.19
C 4.6594 0.0123 0.8935 0.26 0.53 0.25 -0.19
N 3.4763 -0.8650 0.8981 -0.59 0.31 0.45 -0.12
C 3.8687 -2.2052 0.3994 0.04 -0.24 -0.49 -0.21
H 4.0749 -1.4470 -1.6134 0.18 0.02 -0.09 0.10
H 4.3239 -3.1800 -1.4439 0.02 0.03 -0.02 0.13
H 1.8462 -3.3026 -0.7492 -0.09 0.01 -0.11 0.10
H 2.2158 -3.1011 -2.4586 -0.14 0.13 0.04 0.13
H 0.4684 -1.8150 -1.3609 0.10 0.29 0.09 0.03
H 0.2930 -0.4616 -3.0049 0.04 -0.09 0.04 0.11
H 1.5955 -1.4833 -3.6075 -0.10 0.03 0.09 0.14
H 2.1474 0.8385 -3.9659 0.04 0.07 0.12 0.14
H 3.2632 0.1863 -2.7664 -0.02 0.04 0.00 0.11
H 0.8434 1.7047 -2.2175 0.13 -0.02 0.01 0.11
H 2.0809 3.5454 -1.6895 -0.03 -0.14 -0.10 0.11
H 2.6477 2.9324 -3.2463 -0.12 -0.15 0.16 0.13
H 4.6578 3.2636 -2.1691 0.04 -0.06 -0.01 0.13
H 4.3882 1.5952 -1.6949 0.12 -0.06 -0.10 0.09
H 3.5904 4.0330 -0.0668 0.02 0.00 0.09 0.13
H 5.1255 3.1903 0.1367 -0.11 0.00 0.12 0.13
H 2.9400 2.7442 1.4912 -0.09 -0.18 -0.18 0.09
H 3.9309 1.1298 2.5714 0.04 0.01 0.01 0.11
H 5.3075 1.8644 1.7438 -0.11 -0.01 0.04 0.13
H 5.4963 -0.4731 1.4145 -0.16 -0.01 -0.11 0.14
H 4.9770 0.1850 -0.1370 -0.03 -0.05 0.03 0.12
H 3.2519 -1.0135 1.8853 0.02 0.12 -0.13 0.07
H 3.2430 -2.9547 0.8892 0.07 0.05 0.03 0.10
H 4.9120 -2.4050 0.6724 -0.17 0.09 0.14 0.13
F -0.7166 5.5272 -0.5606 -0.01 -0.05 0.13 0.10
C -0.3023 4.6721 0.3782 0.19 -0.28 0.10 -0.25
C 0.1445 3.4190 -0.0125 0.13 -0.05 0.01 -0.08
C 0.6173 2.4806 0.9069 -0.30 0.68 0.02 -0.26
C 0.6081 2.8561 2.2776 0.13 0.08 -0.07 -0.16
C 0.0758 4.1047 2.6339 0.09 -0.11 -0.43 -0.20
F -0.0784 4.4560 3.9178 0.06 -0.02 0.03 0.09
C -0.3422 5.0368 1.7070 -0.13 -0.06 -0.09 0.10
C 1.1169 1.9094 3.2874 -0.10 0.30 0.18 -0.21
C 1.4280 2.2899 4.6013 0.08 -0.14 0.11 0.03
C 1.8889 1.3601 5.5131 -0.05 -0.05 -0.36 -0.01
C 2.0193 0.0429 5.1023 -0.11 0.13 -0.21 -0.03
C 1.7130 -0.2615 3.7926 0.20 -0.42 0.23 -0.18
N 1.2970 0.6300 2.8832 -0.04 0.49 -0.88 0.00
H 0.0269 3.1801 -1.0617 0.02 0.06 -0.08 0.10
H -0.7286 5.9869 2.0313 -0.06 0.18 0.02 0.14
H 1.3162 3.3064 4.9295 -0.03 0.10 -0.15 0.12
H 2.1404 1.6548 6.5194 0.00 0.07 0.11 0.13
H 2.3461 -0.7266 5.7781 0.06 -0.19 0.06 0.12
H 1.7798 -1.2899 3.4637 0.04 0.05 -0.09 0.05
C -2.9806 -0.8692 2.8810 -0.19 -0.18 0.20 -0.04
N -1.6173 -0.9975 2.4006 -0.01 -0.14 -0.05 -0.02
C -0.9781 -2.1552 2.2145 -0.35 0.76 0.22 -0.71
S 0.5586 -2.1552 1.4884 0.93 0.30 -0.78 0.75
N -1.5303 -3.2942 2.6067 -0.47 0.36 0.14 -0.01
C -0.8826 -4.5826 2.6382 0.26 -0.48 0.01 -0.07
H -3.2577 0.1818 2.8218 0.02 -0.07 -0.01 0.10
H -3.0673 -1.1906 3.9228 0.01 0.03 -0.02 0.10
H -3.6726 -1.4502 2.2624 0.07 0.07 0.07 0.08
H -1.1759 -0.1367 2.0881 -0.17 -0.33 0.06 0.07
H -2.4421 -3.2562 3.0399 0.03 0.15 -0.03 0.14
H 0.0133 -4.5561 2.0250 -0.08 -0.07 0.00 0.04
H -1.5570 -5.3451 2.2563 -0.02 0.01 -0.04 0.10
H -0.6040 -4.8391 3.6615 0.02 0.00 -0.03 0.10
O -1.6787 1.5584 0.9218 -0.59 -0.21 -0.04 0.02
C -1.8819 0.8610 -0.0688 -0.20 0.53 0.90 -0.57
N -2.9701 0.8267 -0.8492 -0.19 0.13 -0.33 0.19
C -3.0357 -0.4282 -1.5693 -0.39 -0.05 -0.29 -0.26
C -1.6556 -0.9853 -1.2383 0.57 -0.78 -0.19 -0.41
O -1.2130 -2.0689 -1.5850 -0.39 -0.02 -0.06 0.05
N -0.9736 -0.1043 -0.4602 1.32 0.95 0.42 0.04
C -4.1346 -1.3361 -1.0248 0.01 0.01 0.27 -0.13
C -4.3601 -2.5682 -1.6233 -0.05 -0.01 0.06 -0.01
C -5.3945 -3.3740 -1.1838 0.07 -0.04 -0.08 -0.05
C -6.2101 -2.9632 -0.1426 -0.01 0.02 0.13 -0.07
C -5.9670 -1.7506 0.4779 -0.12 -0.03 0.04 -0.07
C -4.9334 -0.9378 0.0401 0.02 0.01 -0.08 -0.05
C -3.2468 -0.2564 -3.0660 0.26 0.06 -0.11 -0.15
C -4.1623 0.6853 -3.5217 0.08 -0.08 -0.02 -0.02
C -4.4348 0.7871 -4.8753 -0.07 0.08 -0.01 -0.06
C -3.8001 -0.0464 -5.7812 0.07 -0.09 -0.09 -0.07
C -2.8814 -0.9765 -5.3296 -0.05 0.04 -0.10 -0.06
C -2.6044 -1.0822 -3.9786 0.07 0.01 -0.02 -0.05
H -3.7658 1.4281 -0.7149 0.08 -0.03 0.20 0.16
H -3.7356 -2.8878 -2.4408 0.04 -0.07 -0.12 0.12
H -5.5713 -4.3201 -1.6691 -0.03 -0.13 -0.06 0.11
H -7.0321 -3.5820 0.1812 -0.07 -0.07 0.04 0.11
H -6.5908 -1.4239 1.2972 -0.08 0.03 0.04 0.11
H -4.7773 0.0115 0.5335 0.01 0.01 0.00 0.11
H -4.6807 1.3309 -2.8275 -0.07 0.06 0.05 0.11
H -5.1543 1.5102 -5.2284 -0.06 0.07 0.01 0.11
H -4.0216 0.0140 -6.8353 -0.06 0.08 -0.09 0.11
H -2.3836 -1.6361 -6.0233 0.03 -0.05 -0.11 0.11
H -1.8996 -1.8282 -3.6458 -0.01 -0.04 0.03 0.10
```
Positions in Å, forces in eV/Å.

---

The following is a quantum chemistry calculation of C29H25Cl3F6N8O8S2Tl as an isolated structure, from the Open Molecules 2025 dataset.

**Strongest force on any atom**: 1.8 eV/Å
**2S+1**: 1
**E_tot**: -5108.72053 hartree
**Kohn-Sham gap (spin up / spin down)**: 0.176 / 0.175 hartree
**Relative energy (zero: lowest compared OMol25 entry of this formula, charge and spin)**: 113.5 kcal per mole
**Total charge**: -1

```
82
Properties=species:S:1:pos:R:3:forces:R:3:lowdin_charge:R:1
Tl 0.1124 0.0853 -0.1330 0.78 0.72 -0.57 1.19
O 1.2628 4.1793 1.7772 0.09 -0.06 0.30 0.07
C 1.0854 2.9903 1.5339 0.20 0.25 -0.46 -0.44
N 1.2227 2.4283 0.3257 -0.90 -0.79 -0.33 0.13
C 2.1952 2.6149 -0.5471 0.31 0.01 -0.34 -0.23
C 3.4029 3.2951 -0.2394 0.27 0.17 -0.14 -0.08
C 4.4117 3.3692 -1.1539 -0.18 0.09 0.34 -0.09
C 4.3051 2.7120 -2.3941 -0.10 -0.24 -0.13 -0.07
C 3.1782 2.0124 -2.7176 0.30 0.02 -0.31 -0.01
C 2.0597 2.0110 -1.8569 0.09 0.34 0.08 -0.22
N 0.8675 1.4945 -2.1429 -0.28 -0.27 1.32 0.09
C 0.4262 1.0501 -3.3268 0.33 0.08 -0.42 -0.45
O 0.9611 1.1846 -4.4261 -0.21 -0.08 0.03 0.04
C -0.9823 0.5197 -3.2565 -0.46 -0.18 -0.50 -0.21
C -1.6109 0.0815 -4.4184 0.18 0.03 0.21 0.00
C -2.9563 -0.2448 -4.3598 -0.10 0.07 0.23 -0.06
C -3.6276 -0.1078 -3.1536 0.06 -0.03 -0.08 -0.05
C -2.9085 0.3045 -2.0352 -0.49 -0.10 -0.20 -0.12
N -1.6288 0.6018 -2.1004 0.27 0.02 0.30 0.06
C 0.5224 2.0990 2.6078 -0.09 -0.83 0.14 -0.18
C 0.4173 2.6776 3.9321 -0.16 0.04 0.58 0.02
C -0.2523 2.0240 4.8858 -0.15 -0.01 -0.15 0.01
C -1.0409 0.8109 4.5188 0.71 -0.30 0.16 -0.30
C -0.5151 0.1235 3.2578 -1.36 -0.26 0.80 -0.29
N 0.2414 0.8607 2.3947 0.71 1.10 -1.30 0.02
H 3.4791 3.7865 0.7187 0.01 0.03 0.03 0.10
H 5.3089 3.9226 -0.9232 0.10 0.09 0.06 0.10
H 5.1199 2.7770 -3.1010 0.07 -0.04 -0.06 0.10
H 3.0808 1.5277 -3.6756 0.00 0.01 -0.04 0.10
H -1.0450 0.0289 -5.3356 0.06 0.04 -0.04 0.12
H -3.4779 -0.5817 -5.2455 -0.03 -0.02 -0.03 0.10
H -4.6785 -0.3354 -3.0712 -0.11 -0.03 0.04 0.10
H -3.3655 0.4031 -1.0584 -0.10 -0.05 0.05 0.11
H 0.9466 3.6026 4.1098 -0.05 0.01 0.00 0.12
H -0.2948 2.3580 5.9102 0.09 0.16 0.10 0.11
H -1.1775 0.1165 5.3563 0.08 0.14 -0.13 0.15
H -0.2108 -0.9179 3.3236 0.24 0.14 0.10 0.09
F -4.8965 0.1404 1.6513 0.07 -0.10 -0.19 0.10
C -4.2690 0.6923 2.7005 -0.07 -0.03 -0.07 -0.66
F -4.8733 0.2295 3.7991 0.10 -0.11 0.21 0.12
F -4.5283 2.0070 2.6445 0.38 0.12 -0.03 0.12
S -2.3972 0.2666 2.6168 -1.06 0.01 0.90 0.78
O -2.2195 0.8280 1.2896 0.43 0.39 -0.79 -0.36
O -2.3281 1.1867 4.0300 -0.31 -0.14 -0.41 -0.18
N -2.8129 -1.2650 2.7778 0.33 -0.50 0.11 -0.30
S -1.8740 -2.4198 2.2644 -1.45 -0.60 0.38 0.58
O -0.9784 -2.0310 1.2141 0.58 0.33 -0.71 -0.36
O -1.3558 -3.2573 3.2987 0.06 -0.16 0.15 -0.26
C -3.2101 -3.4708 1.4375 -0.08 0.01 0.01 -0.66
F -2.7212 -4.5768 0.8592 0.43 0.15 0.16 0.13
F -4.1147 -3.8650 2.3301 0.04 0.10 0.24 0.14
F -3.8460 -2.7870 0.4848 0.09 0.29 -0.04 0.13
Cl 5.4340 -1.3634 2.4726 0.24 -0.10 0.17 0.59
C 3.9739 -0.5112 1.9891 -0.12 -0.19 -0.35 -1.48
Cl 4.3606 1.1891 1.7237 0.07 0.08 0.07 0.66
Cl 2.7731 -0.6183 3.2931 -0.03 -0.20 0.17 0.64
C 3.3511 -1.1870 0.6632 0.75 0.09 0.80 -0.82
O 3.6020 -2.3600 0.5072 -0.01 -0.64 -0.11 0.01
O 2.7118 -0.3837 -0.0388 -0.87 0.66 -0.54 -0.16
C 2.5223 -1.7592 -4.8411 0.02 -0.14 0.16 -0.15
C 3.1116 -1.7512 -3.4357 0.06 -0.03 -0.27 -0.16
N 2.0278 -1.5419 -2.5153 0.15 0.23 -0.05 0.09
C 0.8536 -2.1816 -2.6463 -0.48 -0.10 0.09 -0.38
N -0.0551 -2.0350 -1.7306 0.42 0.61 0.82 0.03
C -1.2809 -2.7816 -1.7902 -0.05 -0.28 -0.09 -0.22
C -1.0714 -4.1102 -2.5129 -0.08 0.33 -0.12 -0.14
C -0.5066 -3.7933 -3.8893 -0.20 -0.18 0.16 -0.16
N 0.6540 -2.9420 -3.7654 0.10 0.04 -0.10 -0.04
C 1.5179 -2.9004 -4.9238 0.28 0.04 -0.20 -0.16
H 3.2972 -1.8964 -5.5950 0.01 -0.02 -0.04 0.11
H 2.0247 -0.8026 -5.0145 0.03 -0.04 -0.02 0.09
H 3.8247 -0.9346 -3.3122 -0.01 -0.06 0.03 0.12
H 3.6333 -2.6977 -3.2285 0.03 0.08 -0.05 0.13
H 2.2472 -1.1709 -1.5890 0.07 -0.01 0.09 0.07
H -2.0631 -2.2051 -2.3027 -0.03 -0.09 0.03 0.10
H -1.5994 -2.9449 -0.7628 -0.11 -0.04 -0.19 0.07
H -2.0112 -4.6524 -2.6080 -0.04 -0.06 0.00 0.11
H -0.3668 -4.7235 -1.9500 0.03 -0.03 0.03 0.12
H -1.2796 -3.3048 -4.5045 0.09 -0.07 0.00 0.12
H -0.1884 -4.7083 -4.4062 -0.09 0.09 0.02 0.12
H 0.8865 -2.7837 -5.8152 0.07 -0.05 0.04 0.12
H 2.0446 -3.8638 -5.0105 -0.04 0.09 -0.08 0.12
```
Positions in Å, forces in eV/Å.

---

Question: total charge of number 1 (C11H22F6NO13RbS4)?
Answer: 0

---

Question: Which formula does entry 2 have?
Answer: C39H49F2HfN9O2S